Here is a cluster of 7 separate species, C18H15Cl24F5N3O2 in total in a non-equilibrium geometry from the Open Molecules 2025 dataset. Energies are from ωB97M-V/def2-TZVPD.

```
67
Properties=species:S:1:pos:R:3:forces:R:3:mulliken_charge:R:1
C -1.352255 -2.371248 -4.659791 -0.162 0.108 -0.211 -1.1821
C -1.599457 -1.242093 -3.675367 0.365 0.596 0.038 0.6667
O -2.632305 -0.391682 -4.158748 0.085 -0.400 0.109 -0.3364
C -1.939250 -1.725902 -2.285930 0.140 0.081 0.336 0.1002
O -2.106477 -0.522765 -1.486870 -0.418 0.040 -0.315 0.1260
N -2.769743 -0.865680 -0.298430 -0.059 0.337 0.973 -0.2608
C -1.962115 -0.312041 0.728332 -0.981 0.384 -0.320 -0.0545
N -1.543572 0.951773 0.667600 0.431 -0.262 0.456 -0.0656
N -1.707386 -1.138707 1.729737 2.158 0.077 -1.199 -0.1574
C -0.642842 -0.784932 2.696538 -0.564 -1.337 1.339 0.9854
F -1.101721 0.224706 3.445371 0.066 0.524 -0.153 -0.3142
F 0.459582 -0.396383 2.035566 0.070 0.499 -0.288 -0.2855
C -0.339419 -1.987769 3.568030 0.139 0.228 -0.446 0.0722
C -1.385791 -2.669723 4.180193 0.092 0.136 -0.126 -0.7216
C -1.110255 -3.749829 4.992587 -0.088 -0.338 0.330 -0.8933
C 0.197436 -4.173424 5.195399 -0.045 0.515 -0.279 -0.7594
C 1.214870 -3.482405 4.561316 0.392 -0.354 -0.062 0.1899
C 2.652407 -3.897325 4.782967 -0.565 0.137 0.232 0.8148
F 2.748881 -5.151897 5.216498 0.029 -0.297 -0.092 -0.2360
F 3.374778 -3.795393 3.667331 0.245 0.112 -0.309 -0.2415
F 3.197019 -3.102339 5.709808 0.376 0.189 0.095 -0.2299
C 0.972323 -2.390754 3.741699 -0.139 -0.223 0.316 -0.2046
H -2.220693 -2.440079 -5.310900 -0.097 -0.189 0.051 0.2423
H -0.498147 -2.150786 -5.293963 0.055 0.020 -0.030 0.3255
H -1.175212 -3.332456 -4.184285 -0.050 -0.049 0.092 0.2577
H -0.697562 -0.623122 -3.603513 0.166 -0.143 0.158 0.0943
H -2.497366 0.466337 -3.744971 -0.189 0.100 -0.060 0.1027
H -2.861942 -2.303297 -2.270781 -0.105 0.025 -0.077 0.3464
H -1.128905 -2.293560 -1.824109 -0.057 -0.142 -0.247 -0.3367
H -3.684989 -0.406833 -0.260471 -0.126 -0.287 -0.343 0.2934
H -2.176578 1.730241 0.571342 -0.123 -0.182 -0.943 0.2096
H -0.556517 1.164472 0.628963 0.028 0.095 0.754 0.1486
H -1.581597 -2.097962 1.401822 -0.670 -0.150 0.317 0.3962
H -2.404203 -2.347278 4.013193 -0.103 -0.012 0.100 0.4862
H -1.907430 -4.277618 5.494866 -0.132 0.023 -0.055 0.4329
H 0.431548 -5.007250 5.837344 -0.064 -0.121 0.019 0.5025
H 1.812157 -1.890410 3.287921 -0.041 0.139 -0.164 0.5762
C -0.710239 3.138129 -2.703629 -0.031 0.177 -0.134 0.3630
Cl 0.490254 2.185441 -1.812227 0.071 -0.049 -0.013 -0.1017
Cl -0.519089 4.842156 -2.309925 -0.225 -0.462 -0.108 -0.0371
Cl -0.501321 2.883272 -4.432970 0.145 -0.006 0.174 -0.0585
Cl -2.342283 2.605602 -2.240483 -0.067 0.107 -0.040 -0.1269
C 1.721217 8.393116 -0.310377 0.012 0.134 0.014 0.2777
Cl 2.701714 7.549206 0.892033 -0.017 -0.015 -0.015 -0.1051
Cl 2.756871 9.376875 -1.339282 -0.005 -0.015 0.024 -0.0029
Cl 0.870745 7.198606 -1.311744 0.248 0.307 0.139 -0.0819
Cl 0.540058 9.420270 0.504880 0.009 -0.035 -0.020 -0.0949
C 1.678012 -3.978998 -0.867402 0.095 -0.190 -0.086 0.3230
Cl 3.170154 -3.603354 -1.715643 -0.050 0.031 0.024 -0.0870
Cl 1.964228 -5.237042 0.328790 -0.045 0.061 0.008 -0.0783
Cl 1.099893 -2.507967 -0.037729 -0.015 0.073 0.038 -0.0780
Cl 0.453090 -4.517440 -2.023621 0.072 -0.034 0.088 -0.1121
C -4.205810 1.135528 -7.116447 -0.060 -0.117 0.014 0.2776
Cl -3.740103 -0.567250 -7.093023 -0.095 0.037 -0.186 -0.0834
Cl -3.148666 2.038814 -6.019427 -0.075 0.158 -0.185 -0.0519
Cl -4.050340 1.770885 -8.754119 0.020 0.011 0.081 -0.0924
Cl -5.877034 1.302379 -6.569043 0.011 -0.016 -0.018 -0.1088
C 4.138722 -5.379064 9.076775 0.070 -0.012 0.039 0.3348
Cl 5.406098 -5.767436 7.910021 -0.019 0.008 -0.002 -0.0962
Cl 4.568757 -3.906679 9.949295 -0.013 -0.015 -0.018 -0.0942
Cl 2.613360 -5.124219 8.214451 -0.076 -0.024 0.204 -0.0737
Cl 3.953277 -6.712250 10.216673 -0.005 0.025 -0.028 -0.0884
C 3.097701 10.449901 -5.108076 -0.014 0.014 -0.028 0.3254
Cl 3.551671 8.742755 -5.027959 -0.002 0.003 0.006 -0.0768
Cl 4.097838 11.376453 -3.981711 -0.013 -0.020 0.003 -0.0893
Cl 3.348220 11.050573 -6.747463 0.000 -0.011 0.029 -0.1004
Cl 1.395736 10.627149 -4.666909 0.013 -0.004 -0.001 -0.0717
```
Forces are in eV/Å.

Output
Orbital gap in eV: 8.0
HOMO in eV: -12.53
Charge: +1